Computed, not measured: an isolated molecule of C18H25N3O5S, with ωB97M-V with the def2-TZVPD basis set.

Structure (XYZ):
```
52
C18H25N3O5S ωB97M-V with the def2-TZVPD basis set
C -2.001 -2.652 -1.790
H -1.664 -3.432 -1.113
H -1.183 -1.959 -1.963
H -2.284 -3.103 -2.739
C -3.195 -1.914 -1.200
N -2.897 -1.440 0.140
S -1.735 -0.236 0.183
O -1.693 0.501 -1.055
O -1.902 0.532 1.385
C -0.204 -1.143 0.350
C -0.093 -2.247 1.170
C 1.148 -2.838 1.334
C 2.277 -2.283 0.740
C 2.166 -1.111 -0.023
C 0.904 -0.585 -0.255
H 0.745 0.271 -0.886
N 3.322 -0.445 -0.442
C 4.543 -1.034 -0.338
O 5.582 -0.463 -0.582
C 4.491 -2.514 0.023
H 4.362 -3.084 -0.913
O 3.480 -2.872 0.943
H 5.442 -2.799 0.476
C 3.237 0.987 -0.679
H 2.782 1.185 -1.651
C 2.472 1.612 0.499
O 2.718 1.254 1.637
N 1.526 2.521 0.228
C 1.101 3.056 -1.051
C -0.263 3.676 -0.748
H -0.518 4.473 -1.444
C -0.100 4.159 0.690
C 0.697 3.025 1.319
H 1.332 3.334 2.151
H 0.034 2.223 1.665
H -1.051 4.312 1.191
H 0.471 5.089 0.715
H -1.027 2.899 -0.794
H 1.015 2.285 -1.820
H 1.816 3.815 -1.395
H 4.267 1.359 -0.684
H 1.276 -3.714 1.949
H -0.969 -2.640 1.660
C -4.022 -1.250 1.035
C -5.016 -0.193 0.563
H -5.792 -0.055 1.311
H -4.493 0.750 0.419
H -5.483 -0.484 -0.375
H -3.594 -0.944 1.990
H -4.517 -2.219 1.160
H -3.459 -1.074 -1.855
H -4.051 -2.590 -1.128
```

**Structure (SMILES)**: CCN(CC)S(=O)(=O)c1ccc2c(c1)N(CC(=O)N1CCCC1)C(=O)CO2
**Kohn-Sham gap**: 9.18 eV
**LUMO energy**: 0.6466 eV
**ΔE to the lowest compared entry with this formula, charge and spin**: 234.9 kJ/mol
**HOMO level**: -8.54 eV